w) C6H8S in the gas phase. Source: OMol25; level of theory: wB97M-V/def2-TZVPD.

```
! RIJCOSX wB97M-V def2-TZVPD def2/J DEFGRID3
* xyz 0 1
C -2.16 0.50 0.25
C 1.48 -1.05 1.87
C -0.98 0.82 -0.29
C 0.49 -0.29 1.42
C 0.96 -0.13 -2.66
C 0.22 0.18 0.03
S 1.51 -0.02 -1.01
H -2.96 1.26 0.23
H -2.28 -0.35 0.93
H 1.40 -1.27 2.94
H 2.29 -1.57 1.30
H -1.12 1.53 -1.16
H -0.39 -0.22 2.09
H 1.65 0.59 -3.25
H -0.12 0.03 -2.70
*
```

Results of the Mulliken charge analysis, in e, for atoms 1 through 2: atom 1 (C): -0.836, atom 2 (C): -0.789

x) C6H8S in the gas phase. Source: OMol25; level of theory: wB97M-V/def2-TZVPD.

```
! RIJCOSX wB97M-V def2-TZVPD def2/J DEFGRID3
* xyz 0 1
C -2.70 -0.13 -0.05
C -1.35 -0.29 -0.02
C -0.32 0.97 -0.04
C 1.06 0.24 -0.37
C 2.41 -0.20 -0.03
C 1.11 -0.97 0.40
S -0.33 -1.85 -0.16
H -3.37 -0.97 0.12
H -3.09 0.94 0.25
H -0.47 1.76 -0.91
H -0.41 1.47 0.90
H 0.88 -0.06 -1.40
H 2.87 -0.51 -0.98
H 2.96 0.19 0.86
H 0.75 -0.58 1.44
*
```

Results of the Mulliken charge analysis, in e, for atoms 1 through 2: atom 1 (C): -0.708, atom 2 (C): 0.339

So which one is most stable? That would be w), about 0.122 eV below the next structure.

w) C3H4O in the gas phase. Source: OMol25; level of theory: wB97M-V/def2-TZVPD.

```
! RIJCOSX wB97M-V def2-TZVPD def2/J DEFGRID3
* xyz 0 1
C 1.53 -0.44 0.06
C 0.61 0.58 -0.07
C -0.82 0.43 0.16
O -1.45 -0.58 -0.13
H 2.58 -0.12 -0.15
H 1.37 -1.62 0.30
H 1.19 1.55 -0.42
H -1.40 1.43 0.35
*
```

Results of the Mulliken charge analysis, in e, for atoms 1 through 2: atom 1 (C): -0.518, atom 2 (C): 0.018

x) C3H4O in the gas phase. Source: OMol25; level of theory: wB97M-V/def2-TZVPD.

```
! RIJCOSX wB97M-V def2-TZVPD def2/J DEFGRID3
* xyz 0 1
C 0.53 0.03 0.39
C 1.77 0.78 0.20
C -0.91 0.03 -0.27
O 1.65 -0.42 -0.35
H 0.54 -0.39 1.36
H -1.41 0.94 -0.12
H -1.30 -0.94 0.06
H -0.87 -0.03 -1.28
*
```

Results of the Mulliken charge analysis, in e, for atoms 1 through 2: atom 1 (C): 0.237, atom 2 (C): -0.224

y) C3H4O in the gas phase. Source: OMol25; level of theory: wB97M-V/def2-TZVPD.

```
! RIJCOSX wB97M-V def2-TZVPD def2/J DEFGRID3
* xyz 0 1
O 2.14 -0.10 -0.03
C 0.96 0.03 0.01
C -0.29 0.76 -0.05
C -0.39 -0.81 -0.05
H -0.50 1.06 0.97
H -0.49 1.54 -0.83
H -0.51 -1.49 -0.85
H -0.92 -1.00 0.83
*
```

Results of the Mulliken charge analysis, in e, for atoms 1 through 2: atom 1 (O): -0.454, atom 2 (C): 0.492

So which one is most stable? That would be w), about 0.359 eV below the next structure.

w) 2 unconnected molecules or ions with the total composition C4H8ClNO. Source: OMol25; level of theory: wB97M-V/def2-TZVPD.

```
! RIJCOSX wB97M-V def2-TZVPD def2/J DEFGRID3
* xyz 0 1
H 2.04 -0.34 0.83
N 1.12 -0.79 0.88
C 0.92 -1.46 -0.16
C -0.51 -1.69 -0.72
O 1.88 -1.86 -1.02
H -0.65 -0.92 -1.49
H -0.60 -2.57 -1.40
H -1.16 -1.62 0.17
H 2.79 -1.60 -0.83
C -1.57 1.82 0.70
C -0.40 2.39 0.71
Cl 0.61 2.41 -0.74
H -2.16 1.38 -0.16
H -2.07 1.85 1.62
H -0.23 3.00 1.60
*
```

Results of the Mulliken charge analysis, in e, for atoms 1 through 2: atom 1 (H): 0.184, atom 2 (N): -0.580

x) C4H8ClNO in the gas phase. Source: OMol25; level of theory: wB97M-V/def2-TZVPD.

```
! RIJCOSX wB97M-V def2-TZVPD def2/J DEFGRID3
* xyz 0 1
N -1.33 -1.73 -0.28
C -1.09 -0.37 0.25
C 0.38 0.00 0.23
C 1.31 -0.91 -0.02
Cl 3.02 -0.59 -0.09
C 0.64 1.47 0.46
O 0.14 2.25 -0.59
H -2.26 -1.99 -0.07
H -1.20 -1.67 -1.30
H -1.64 0.44 -0.23
H -1.42 -0.38 1.28
H 1.03 -1.97 -0.23
H 0.10 1.76 1.36
H 1.67 1.64 0.64
H 0.65 2.03 -1.39
*
```

Results of the Mulliken charge analysis, in e, for atoms 1 through 2: atom 1 (N): -0.602, atom 2 (C): -0.628

y) 2 unconnected molecules or ions with the total composition C4H8ClNO. Source: OMol25; level of theory: wB97M-V/def2-TZVPD.

```
! RIJCOSX wB97M-V def2-TZVPD def2/J DEFGRID3
* xyz 0 1
C -1.43 -0.09 0.59
C 0.13 1.21 -0.84
C 1.06 -0.59 0.92
C -0.04 0.04 0.11
N 0.17 -1.79 -1.51
O 1.17 -1.59 -2.10
Cl 1.48 0.63 2.35
H -2.03 -0.44 -0.21
H -1.68 -0.85 1.34
H -1.94 0.96 0.81
H 0.01 2.13 -0.20
H -0.54 1.31 -1.69
H 1.14 1.22 -1.16
H 1.83 -0.69 0.23
H 0.66 -1.47 1.35
*
```

Results of the Mulliken charge analysis, in e, for atoms 1 through 2: atom 1 (C): -1.251, atom 2 (C): -1.336

So which one is most stable? That would be x), about 0.795 eV below the next structure.

w) C5H6O3 in the gas phase. Source: OMol25; level of theory: wB97M-V/def2-TZVPD.

```
! RIJCOSX wB97M-V def2-TZVPD def2/J DEFGRID3
* xyz 0 1
O -2.47 -0.21 -0.14
C -1.23 -0.21 -0.16
C -0.25 0.58 -0.98
C 0.25 1.40 0.12
O 0.19 0.59 1.35
C -0.22 -0.68 0.94
C 0.73 -1.30 0.00
O 0.92 -0.22 -0.97
H -0.50 0.97 -2.00
H -0.28 2.35 0.30
H 1.32 1.59 0.10
H -0.59 -1.30 1.62
H 1.67 -1.33 0.44
H 0.45 -2.22 -0.60
*
```

Results of the Mulliken charge analysis, in e, for atoms 1 through 2: atom 1 (O): -0.574, atom 2 (C): 0.329

x) C5H6O3 in the gas phase. Source: OMol25; level of theory: wB97M-V/def2-TZVPD.

```
! RIJCOSX wB97M-V def2-TZVPD def2/J DEFGRID3
* xyz 0 1
C -0.93 -1.20 -0.10
C -0.22 -0.79 -1.22
O -0.53 -1.08 -2.52
C 0.84 0.10 -0.90
O 1.47 0.98 -1.40
C 0.68 0.20 0.94
C 0.29 1.61 1.31
O 1.28 -0.55 1.66
H -0.49 -1.75 0.73
H -1.98 -1.47 -0.22
H -1.00 -1.92 -2.56
H -0.64 1.56 1.88
H 1.07 2.04 1.95
H 0.15 2.28 0.46
*
```

Results of the Mulliken charge analysis, in e, for atoms 1 through 2: atom 1 (C): -1.040, atom 2 (C): 0.544

y) C5H6O3 in the gas phase. Source: OMol25; level of theory: wB97M-V/def2-TZVPD.

```
! RIJCOSX wB97M-V def2-TZVPD def2/J DEFGRID3
* xyz 0 1
O 0.77 1.98 0.25
C 0.15 0.92 0.24
C 0.82 -0.37 0.20
C 2.21 -0.33 -0.29
O 1.94 -0.43 1.06
C -1.29 0.75 0.28
C -1.97 -0.42 -0.34
O -1.75 -0.30 1.04
H 0.31 -1.30 0.32
H 2.65 -1.16 -0.79
H 2.66 0.59 -0.63
H -1.91 1.68 0.21
H -3.07 -0.32 -0.67
H -1.52 -1.29 -0.89
*
```

Results of the Mulliken charge analysis, in e, for atoms 1 through 2: atom 1 (O): -0.569, atom 2 (C): 0.177

So which one is most stable? That would be w), about 0.277 eV below the next structure.